{"formula": "C4H7NO2", "method": "ωB97M-V/def2-TZVPD", "smiles": "O/N=C1/CC[C@H]1O", "e_tot_ha": -361.7534, "e_above_lowest_kj_mol": 334.58, "homo_ev": -9.802, "total_charge": 0, "mol_weight_g_mol": 101.1, "symbols": ["H", "O", "O", "H", "H", "C", "N", "H", "C", "H", "C", "C", "H", "H"], "coordinates": [[0.317, -2.055, -0.994], [-0.824, 0.610, 1.751], [1.830, 1.764, -0.650], [-1.556, -0.437, -1.311], [0.144, -1.922, 0.784], [0.036, -1.396, -0.170], [1.726, 0.378, -0.675], [-0.903, 1.596, -0.066], [-0.640, 0.618, 0.349], [0.027, 0.602, 2.195], [-1.311, -0.630, -0.265], [0.658, -0.024, -0.125], [2.670, 1.915, -1.102], [-2.173, -1.020, 0.280]]}

=====

{"formula": "C4H7NO2", "method": "ωB97M-V/def2-TZVPD", "e_tot_ha": -361.7637, "e_above_lowest_kj_mol": 307.47, "homo_ev": -9.303, "total_charge": 0, "mol_weight_g_mol": 101.1, "symbols": ["C", "C", "H", "H", "H", "N", "H", "H", "H", "H", "O", "C", "C", "O"], "coordinates": [[-1.474, -0.973, 0.607], [-0.208, 1.012, -0.515], [-2.368, -1.089, -0.015], [-0.065, -1.175, -1.059], [1.763, 1.780, -0.588], [1.288, 0.911, -0.825], [1.635, 0.478, -1.684], [-0.810, 1.532, -1.271], [-1.672, -0.237, 1.390], [-1.258, -1.941, 1.069], [-0.114, 1.504, 0.725], [-0.304, -0.496, -0.225], [0.965, -0.126, 0.537], [1.762, -0.517, 1.312]]}

=====

{"formula": "C4H7NO2", "method": "ωB97M-V/def2-TZVPD", "smiles": "O=C[C@]1(CO)CN1", "e_tot_ha": -361.7493, "e_above_lowest_kj_mol": 345.50, "homo_ev": -9.824, "total_charge": 0, "mol_weight_g_mol": 101.1, "symbols": ["H", "H", "H", "C", "O", "O", "H", "C", "H", "H", "N", "H", "C", "C"], "coordinates": [[1.933, -0.391, 0.987], [-1.146, 0.160, -1.824], [-1.624, -1.192, 0.893], [1.308, 0.428, -0.638], [-2.554, 0.629, -0.430], [2.139, -0.493, 0.043], [0.038, -1.673, 0.326], [-0.124, 0.502, -0.026], [-0.882, 0.704, 1.807], [1.239, 0.094, -1.674], [-0.096, 0.231, 1.380], [1.784, 1.425, -0.651], [-1.400, 0.445, -0.787], [-0.614, -0.867, 0.595]]}

=====

{"formula": "C4H7NO2", "method": "ωB97M-V/def2-TZVPD", "e_tot_ha": -361.7322, "e_above_lowest_kj_mol": 390.40, "homo_ev": -8.174, "total_charge": 0, "mol_weight_g_mol": 101.1, "symbols": ["H", "H", "C", "H", "O", "H", "C", "C", "H", "C", "H", "H", "N", "O"], "coordinates": [[-0.939, -2.354, 1.891], [1.644, -0.251, -1.407], [-0.824, 0.520, -1.236], [-1.004, -0.039, -2.032], [1.362, -0.628, -0.555], [0.826, -2.372, 1.147], [0.451, 1.637, 0.688], [0.141, -0.115, -0.174], [-0.561, 1.569, -1.355], [-0.174, -1.912, 1.182], [-1.698, 0.653, -0.597], [1.366, 1.437, 1.325], [-0.546, -0.779, 0.755], [-0.044, 2.634, 0.368]]}

=====

{"formula": "C4H7NO2", "method": "ωB97M-V/def2-TZVPD", "e_tot_ha": -361.7288, "e_above_lowest_kj_mol": 399.19, "homo_ev": -8.468, "total_charge": 0, "mol_weight_g_mol": 101.1, "symbols": ["H", "N", "C", "O", "C", "H", "H", "C", "H", "H", "H", "O", "C", "H"], "coordinates": [[1.346, 1.475, -0.744], [0.487, 1.206, -0.266], [0.263, -0.211, -0.062], [-0.960, -0.331, 2.089], [0.339, -1.120, -1.187], [-1.619, 1.153, -0.509], [-0.656, 1.634, -2.022], [-0.652, 1.278, -0.987], [1.099, -0.248, 1.935], [-0.974, 0.632, 2.176], [0.318, -1.762, 1.436], [0.272, -0.844, -2.383], [0.234, -0.667, 1.385], [0.510, -2.177, -0.882]]}

=====

{"formula": "C4H7NO2", "method": "ωB97M-V/def2-TZVPD", "e_tot_ha": -361.6802, "e_above_lowest_kj_mol": 526.84, "homo_ev": -8.419, "total_charge": 0, "mol_weight_g_mol": 101.1, "symbols": ["N", "C", "O", "H", "C", "C", "H", "C", "H", "O", "H", "H", "H", "H"], "coordinates": [[-0.108, -0.202, -1.748], [-0.697, 0.289, 0.476], [1.340, 0.003, 1.586], [-2.070, -0.488, -0.955], [0.569, -0.118, 0.487], [0.901, -0.787, -0.854], [-1.259, 0.363, 1.394], [-1.244, 0.229, -0.904], [0.937, 0.631, 3.342], [0.314, 0.772, 2.632], [1.910, -0.625, -1.236], [0.747, -1.879, -0.784], [0.298, 0.613, -2.195], [-1.637, 1.199, -1.241]]}

=====

{"formula": "C4H7NO2", "method": "ωB97M-V/def2-TZVPD", "smiles": "Nc1ccoc1.O", "e_tot_ha": -361.8030, "e_above_lowest_kj_mol": 204.34, "homo_ev": -7.736, "total_charge": 0, "mol_weight_g_mol": 101.1, "symbols": ["H", "H", "N", "H", "H", "H", "O", "H", "C", "C", "C", "O", "H", "C"], "coordinates": [[-0.667, -3.118, 0.690], [-2.333, 0.500, 0.248], [0.655, 1.226, 0.244], [1.525, -1.531, 0.862], [0.078, 2.018, -0.131], [1.471, 1.001, -0.311], [1.894, 2.333, -2.290], [2.770, 2.752, -2.282], [-0.108, 0.043, 0.384], [-1.455, -0.110, 0.394], [-0.578, -2.089, 0.842], [-1.746, -1.373, 0.746], [1.594, 2.423, -3.231], [0.441, -1.228, 0.847]]}

=====

{"formula": "C4H7NO2", "method": "ωB97M-V/def2-TZVPD", "e_tot_ha": -361.7113, "e_above_lowest_kj_mol": 445.24, "homo_ev": -8.683, "total_charge": 0, "mol_weight_g_mol": 101.1, "symbols": ["H", "C", "H", "N", "C", "H", "H", "C", "O", "C", "O", "H", "H", "H"], "coordinates": [[-0.421, -1.442, 1.506], [-0.212, 0.908, 0.979], [0.896, 0.447, -1.961], [1.432, 0.292, -1.108], [-0.733, -1.055, 0.535], [0.779, 2.246, -0.631], [0.907, -1.951, -0.500], [0.009, -1.356, -0.579], [-0.972, 1.539, 1.580], [1.272, 1.322, -0.302], [-2.087, -0.817, 0.389], [-2.391, -0.290, 1.142], [2.003, 1.465, 0.496], [-0.481, -1.307, -1.547]]}

=====

Q: Number 7 is which compound?
A: C4H7NO2